Entry 1:
A molecular structure, C34H41CrN5P2S3. Source: the Open Molecules 2025 dataset; level of theory: ωB97M-V/def2-TZVPD.

- Total energy: -4515.6708 Ha
- Total charge: +1
- HOMO energy (alpha / beta): -9.51 / -9.83 eV
- Frontier orbital gap (alpha / beta): 0.26659 / 0.27832 Ha
- 2S+1: 4

```
86
Properties=species:S:1:pos:R:3:forces:R:3
Cr -1.54806 0.06655 -0.73518 -0.0988 -0.0176 0.0821
S 1.72017 -0.48433 -2.78867 -0.1498 -0.1168 0.2115
P 1.81332 -0.54669 -0.79348 0.0580 -0.2127 -0.0590
C 0.31327 -0.23688 0.02916 0.2074 0.4151 -0.2310
P 0.02054 0.52006 1.51363 -0.3164 -0.4973 0.3220
S -1.81503 1.41289 1.24893 -0.1195 -0.1802 0.0354
C -0.27109 -0.67692 2.88262 0.0549 0.1222 0.1207
C -0.05962 -2.03879 2.70270 -0.2725 -0.0353 0.0663
C -0.33343 -2.94444 3.72840 0.0254 0.0789 -0.0575
C -0.81027 -2.48502 4.94466 0.0166 0.0345 -0.0211
C -1.01812 -1.12090 5.13715 -0.0078 0.0158 -0.0215
C -0.75500 -0.22511 4.11463 0.1115 0.0179 -0.0024
C 1.17088 1.69811 2.25257 -0.0407 0.1771 0.0574
C 2.31440 1.24314 2.90913 -0.0416 0.1043 0.0577
C 3.21554 2.15185 3.44004 -0.0831 -0.0194 0.0017
C 2.96796 3.51557 3.33644 -0.0487 -0.0038 0.0402
C 1.82500 3.97133 2.69713 -0.0270 -0.0544 -0.0017
C 0.92931 3.06384 2.14616 0.0529 0.0344 0.0484
C 3.10054 0.60295 -0.21800 0.1153 0.0764 0.0842
C 2.81958 1.96988 -0.26558 0.0937 -0.0389 -0.0504
C 3.75923 2.89571 0.15532 0.0448 -0.0302 -0.1484
C 5.00075 2.46924 0.61278 -0.0124 -0.0440 -0.0529
C 5.29702 1.11599 0.64545 -0.0468 -0.0133 -0.0159
C 4.35017 0.18265 0.23595 -0.0783 0.1453 -0.0988
C 2.45748 -2.18436 -0.26546 0.0441 -0.0247 -0.0021
C 2.61925 -2.44789 1.09515 0.1833 -0.0148 -0.0348
C 3.08977 -3.67323 1.54124 -0.0263 0.0476 -0.0392
C 3.40640 -4.66505 0.61991 0.0013 0.0189 -0.0072
C 3.26532 -4.41258 -0.73568 -0.0135 0.0781 -0.0589
C 2.80341 -3.17447 -1.17859 -0.1058 -0.0765 0.0088
H 0.30870 -2.39188 1.75052 0.0113 -0.0335 -0.0515
H -0.16368 -4.00351 3.57504 0.0048 0.0300 -0.0192
H -1.01875 -3.18384 5.74539 0.0047 0.0276 -0.0198
H -1.38833 -0.76017 6.08918 0.0119 -0.0041 -0.0421
H -0.91993 0.83539 4.27073 -0.0144 -0.0115 -0.0072
H 2.49987 0.18261 3.01616 0.0114 -0.0518 0.0038
H 4.10769 1.79779 3.93999 -0.0102 -0.0052 -0.0115
H 3.66874 4.22361 3.76021 -0.0013 -0.0053 -0.0025
H 1.63302 5.03404 2.62047 -0.0081 -0.0124 0.0059
H 0.04191 3.41105 1.63075 0.0089 0.0030 0.0276
H 1.85307 2.30597 -0.62572 0.0349 -0.0134 -0.0094
H 3.52703 3.95304 0.12463 -0.0003 -0.0304 -0.0043
H 5.73634 3.19385 0.93961 -0.0102 -0.0092 -0.0038
H 6.26692 0.78093 0.99106 -0.0150 -0.0086 -0.0096
H 4.60006 -0.86757 0.25876 -0.0030 -0.0721 0.0119
H 2.39476 -1.67550 1.81678 0.0024 0.0548 0.0561
H 3.21358 -3.85394 2.60247 -0.0041 0.0213 -0.0262
H 3.77554 -5.62435 0.96113 -0.0150 0.0185 -0.0182
H 3.52660 -5.17638 -1.45770 -0.0061 0.0244 0.0081
H 2.70390 -2.97013 -2.23746 0.0110 0.0089 0.0016
C -3.55632 -0.31534 -3.06439 0.0169 0.0630 0.0775
C -2.13285 -0.71832 -3.49467 0.0505 0.0151 0.1428
N -1.38056 -1.25490 -2.35077 0.2137 0.0350 -0.1624
C -1.74727 -2.64329 -1.99748 0.0060 0.0570 -0.0053
C -1.76258 -2.84318 -0.48520 -0.0626 0.1124 0.0395
N -2.25635 -1.64150 0.23013 -0.1596 -0.1385 -0.0107
C -3.71652 -1.52515 0.42533 0.1780 0.0059 -0.0673
C -4.39295 -1.15901 -0.88094 0.0918 0.0780 -0.0749
N -3.64536 -0.08478 -1.59752 0.1592 0.0246 0.1333
H -4.27651 -1.08391 -3.34051 -0.0402 -0.0228 -0.0558
H -3.84689 0.59266 -3.58807 -0.0081 0.0449 -0.0141
H -1.57690 0.14850 -3.84745 0.0105 0.0209 0.0043
H -2.17429 -1.43704 -4.31622 -0.0144 -0.0389 -0.0174
H -0.36743 -1.19656 -2.58120 -0.0482 -0.0123 0.0130
H -1.03165 -3.33575 -2.44285 -0.0056 -0.0574 -0.0177
H -2.71931 -2.87260 -2.43459 -0.0151 0.0265 0.0045
H -0.74454 -3.00416 -0.13756 0.0707 0.0150 0.0071
H -2.35891 -3.72019 -0.22288 0.0077 -0.0556 0.0140
H -1.82315 -1.64012 1.15069 0.0183 0.0234 0.0329
H -3.86246 -0.73850 1.16368 -0.0015 0.0422 0.0379
H -4.14217 -2.44939 0.82248 -0.0169 -0.0562 0.0059
H -5.42444 -0.86133 -0.69392 -0.0475 0.0294 0.0010
H -4.43413 -2.02690 -1.53566 -0.0009 -0.0223 0.0105
H -4.09076 0.80585 -1.41782 -0.0908 -0.0060 -0.0868
S -0.72942 2.08012 -1.90276 0.1835 -0.0243 -0.3629
C -1.79833 2.90413 -2.91960 -0.1134 0.1412 0.1243
N -1.44208 3.45314 -4.07609 0.0797 0.0052 -0.1636
C -2.53113 4.16183 -4.75092 0.0492 -0.0698 0.1642
C -3.62284 4.16397 -3.66222 0.1497 -0.0817 0.0433
N -3.10574 3.18374 -2.68977 -0.1919 -0.0752 0.0821
H -0.54865 3.24114 -4.49020 -0.0015 0.0396 -0.0036
H -2.84311 3.62540 -5.64491 -0.0181 -0.0608 -0.0326
H -2.23206 5.16662 -5.03511 0.0388 0.0366 -0.0181
H -4.59040 3.86032 -4.05074 -0.0402 -0.0238 -0.0039
H -3.72520 5.14380 -3.19864 0.0225 0.0316 0.0349
H -3.38249 3.24656 -1.72215 -0.0042 -0.0192 0.0011
```
Positions in Å, forces in eV/Å.

Entry 2:
A molecular structure, C34H41N3O4RbSbSe4. Source: the Open Molecules 2025 dataset; level of theory: ωB97M-V/def2-TZVPD.

- Total energy: -11655.7359 Ha
- Total charge: -2
- HOMO energy: -0.63 eV
- Frontier orbital gap: 0.13249 Ha

```
88
Properties=species:S:1:pos:R:3:forces:R:3
Rb 1.36376 0.55334 -1.91080 -0.4804 0.2442 0.0015
O 3.55926 -3.31499 0.75199 -0.0068 0.0051 0.0195
C 3.47615 -2.10019 0.15088 -0.0090 0.0094 -0.0504
O 3.12235 -1.12333 0.75614 0.0258 -0.0277 -0.0051
C 3.84036 -2.14407 -1.29710 -0.0047 -0.0152 0.1127
C 4.04581 -3.33964 -1.96322 0.0294 0.0058 -0.0708
C 4.28552 -3.29273 -3.33093 -0.0032 -0.0425 0.0648
C 4.28092 -2.07053 -3.96815 -0.0181 0.0232 -0.0499
C 4.08783 -0.92255 -3.19950 0.0587 -0.0453 0.0232
N 3.88706 -0.95117 -1.89181 0.0887 -0.0319 -0.0611
C 4.06302 0.45856 -3.82625 0.1100 -0.0281 0.1125
O 3.12047 0.68429 -4.69852 -0.0803 -0.0205 -0.1241
O 4.87092 1.29580 -3.48064 0.0093 0.0075 -0.0162
H 3.23708 -3.17115 1.65317 0.0060 -0.0060 -0.0128
H 3.98022 -4.27845 -1.43429 0.0088 0.0044 0.0082
H 4.40501 -4.20533 -3.89866 -0.0024 0.0039 -0.0061
H 4.37511 -1.98978 -5.04147 0.0132 -0.0046 0.0039
H 2.44556 -0.10267 -4.78071 0.0605 0.0708 0.0171
C -0.98887 4.16831 0.65491 0.0049 -0.0025 0.0269
C -0.26017 4.00893 -0.65475 -0.0034 0.0133 0.0021
C 1.11599 4.20686 -0.74399 -0.0116 -0.0070 -0.0119
C 1.79038 4.03002 -1.95035 0.0168 -0.0931 0.0174
C 3.28277 4.22004 -2.04467 0.0208 -0.0045 0.0118
C 1.05879 3.66311 -3.07701 0.0089 -0.0157 -0.0725
C -0.32624 3.49733 -3.03106 0.0403 0.0101 0.0056
C -1.10878 3.18201 -4.26951 -0.0369 0.0125 -0.0116
C -0.96151 3.65195 -1.79920 -0.0163 -0.0095 -0.0389
H -1.35950 3.20527 1.01599 0.0058 -0.0147 -0.0023
H -1.85169 4.82898 0.54521 0.0078 -0.0020 -0.0093
H -0.33679 4.58458 1.42479 0.0054 -0.0022 -0.0014
H 1.67501 4.49691 0.14180 -0.0023 -0.0002 0.0066
H 3.52356 5.18852 -2.49107 -0.0098 -0.0010 -0.0049
H 3.74579 3.45127 -2.66616 -0.0041 0.0018 -0.0003
H 3.74901 4.18456 -1.05807 -0.0085 0.0042 0.0010
H 1.57278 3.47234 -4.01515 -0.0039 0.0617 -0.0094
H -1.57776 4.09563 -4.64973 -0.0050 0.0100 0.0054
H -1.88862 2.44128 -4.08041 0.0209 0.0365 0.0234
H -0.48524 2.76488 -5.06199 0.0186 0.0122 0.0131
H -2.03187 3.47939 -1.74237 0.0017 0.0041 0.0061
C -3.40824 -5.23702 -0.02132 -0.0158 -0.0169 -0.0262
C -2.93719 -4.25373 1.04834 0.0017 0.0183 -0.0056
C -4.16254 -3.76217 1.83156 0.0059 0.0052 0.0007
C -1.98616 -4.99030 2.00159 0.0037 -0.0113 0.0126
C -2.21260 -3.05425 0.44216 0.0087 0.0334 0.0547
C -1.99284 -2.90408 -0.91355 -0.0147 -0.0052 -0.0462
C -1.30448 -1.78509 -1.38530 0.0138 0.0036 0.0635
N -0.85237 -0.83361 -0.57757 0.0571 -0.0220 -0.0336
C -1.06711 -0.95722 0.73294 0.0284 0.0581 -0.0039
C -1.72817 -2.04281 1.28095 -0.0342 -0.0655 -0.0423
C -0.51271 0.13504 1.59160 -0.0054 -0.0116 -0.0576
C -1.02139 0.39093 2.86013 -0.0236 0.0172 0.0292
C -0.44698 1.36444 3.67226 -0.0131 -0.0232 -0.0101
C 0.64728 2.04234 3.15429 -0.0159 0.0058 0.0007
C 1.06263 1.75646 1.86030 -0.0233 0.0284 -0.0243
N 0.49828 0.84680 1.08297 0.1005 -0.0939 0.0740
C -1.03978 1.65373 5.04846 0.0135 -0.0026 -0.0011
C -2.48635 2.13504 4.87474 -0.0244 0.0003 0.0033
C -0.25688 2.73276 5.79511 0.0207 0.0179 0.0116
C -1.02559 0.37206 5.89200 -0.0043 -0.0031 0.0036
H -3.91746 -6.07755 0.45667 0.0000 0.0007 -0.0036
H -2.57232 -5.63269 -0.59995 0.0011 0.0003 0.0098
H -4.10623 -4.76946 -0.71739 0.0081 0.0047 0.0064
H -4.69455 -4.60976 2.27222 0.0045 -0.0024 -0.0055
H -4.84944 -3.22755 1.17328 0.0033 -0.0019 -0.0010
H -3.87560 -3.08604 2.63878 -0.0078 -0.0040 0.0013
H -2.49289 -5.85061 2.44767 0.0024 0.0006 -0.0039
H -1.64473 -4.34237 2.81075 -0.0045 0.0056 -0.0066
H -1.10637 -5.34943 1.46432 -0.0050 0.0033 -0.0019
H -2.33525 -3.62252 -1.64441 -0.0040 -0.0056 0.0149
H -1.13544 -1.65147 -2.44955 0.0044 -0.0089 0.0527
H -1.84544 -2.12306 2.35415 0.0039 0.0115 0.0016
H -1.88720 -0.16162 3.20024 0.0062 -0.0044 -0.0037
H 1.16694 2.80544 3.71590 -0.0018 0.0041 -0.0018
H 1.88840 2.30791 1.42273 0.0172 -0.0162 0.0022
H -2.52123 3.04651 4.27504 0.0070 -0.0016 0.0008
H -2.93268 2.34491 5.85038 0.0025 0.0039 -0.0043
H -3.10041 1.38499 4.37543 0.0042 -0.0014 0.0012
H -0.26065 3.67953 5.25198 -0.0072 -0.0042 -0.0016
H 0.78111 2.43602 5.95840 -0.0044 -0.0049 -0.0022
H -0.71427 2.90542 6.77175 -0.0034 -0.0038 -0.0019
H -1.60682 -0.42224 5.42275 0.0025 0.0030 0.0015
H -1.45406 0.56676 6.87854 0.0017 0.0003 -0.0020
H -0.00484 0.00843 6.02499 -0.0004 -0.0004 -0.0020
Se -1.41800 -2.87597 -7.18437 -0.0481 -0.0713 -0.0617
Sb -0.75229 -0.96867 -5.82028 -0.0755 0.0096 0.0044
Se 1.16647 -1.78450 -4.36775 0.1191 -0.0649 0.1064
Se -2.54028 -0.27036 -4.25084 -0.0014 -0.0015 0.0307
Se 0.21522 0.92305 -7.04041 0.0405 0.0504 -0.0570
```
Positions in Å, forces in eV/Å.